C39H40I2N3O8RhS2Te as an isolated structure. Source: the OMol25 dataset; level of theory: the ωB97M-V functional and the def2-TZVPD basis.

Each line ends with the Mulliken spin population.
Cartesian coordinates (Å):
1 Rh 1.213 0.043 -2.142  -0.05
2 I 1.831 -6.110 2.830  0.00
3 C 2.116 -4.656 1.329  0.02
4 C 3.360 -4.071 1.176  -0.01
5 C 3.514 -3.102 0.204  0.03
6 I 5.394 -2.241 -0.120  0.00
7 C 2.445 -2.647 -0.606  -0.02
8 O 2.624 -1.692 -1.483  0.11
9 C 1.203 -3.303 -0.432  -0.01
10 C 0.076 -3.012 -1.375  0.02
11 N -0.300 -1.598 -1.444  0.00
12 C -1.487 -1.440 -2.266  0.02
13 C -1.738 -0.036 -2.723  -0.01
14 C -2.893 0.246 -3.440  -0.01
15 C -3.088 1.513 -3.956  0.00
16 C -2.109 2.471 -3.731  0.00
17 C -1.006 2.128 -2.980  0.00
18 N -0.823 0.904 -2.474  0.00
19 C 1.053 -4.289 0.528  -0.01
20 H 4.201 -4.368 1.786  0.00
21 H -0.792 -3.620 -1.087  0.00
22 H 0.388 -3.312 -2.375  0.00
23 H -0.456 -1.223 -0.512  0.00
24 H -2.384 -1.828 -1.765  0.00
25 H -1.327 -2.024 -3.176  0.00
26 H -3.625 -0.537 -3.588  0.00
27 H -3.976 1.741 -4.530  0.00
28 H -2.204 3.473 -4.125  0.00
29 H -0.233 2.851 -2.754  0.00
30 H 0.093 -4.776 0.648  0.00
31 O 3.414 0.701 -5.326  0.01
32 S 4.286 0.666 -3.442  0.01
33 O 4.221 0.489 -1.981  0.01
34 O 2.799 0.381 -4.018  0.05
35 C 5.029 -0.928 -4.011  -0.01
36 C 6.396 -0.938 -4.250  0.02
37 C 7.022 -2.127 -4.598  -0.01
38 C 6.294 -3.304 -4.701  0.01
39 C 4.926 -3.300 -4.464  -0.02
40 C 4.321 -2.103 -4.143  0.27
41 S 2.424 -2.155 -3.700  0.30
42 O 2.306 -3.588 -3.479  0.07
43 O 1.699 -1.871 -5.160  -0.03
44 O 0.709 -1.645 -4.086  0.24
45 H 6.961 -0.017 -4.159  0.00
46 H 8.091 -2.141 -4.772  0.00
47 H 6.790 -4.232 -4.959  0.00
48 H 4.336 -4.205 -4.494  0.00
49 C 1.964 2.812 0.791  0.00
50 C 1.564 1.839 -0.286  0.00
51 O 1.849 2.099 -1.489  0.00
52 N 0.902 0.744 0.008  0.00
53 Te -1.249 0.989 0.698  0.00
54 C -3.245 1.889 1.405  0.00
55 C -3.584 3.216 1.121  0.00
56 C -2.618 4.190 0.486  0.00
57 C -4.860 3.692 1.430  0.00
58 C -5.821 2.879 2.005  0.00
59 C -7.206 3.394 2.301  0.00
60 C -5.485 1.558 2.275  0.00
61 C -4.222 1.056 1.980  0.00
62 C -3.928 -0.392 2.279  0.00
63 C -0.612 0.669 2.727  0.00
64 C -0.225 -0.619 3.123  0.00
65 C -0.279 -1.798 2.196  0.00
66 C 0.277 -0.822 4.405  0.00
67 C 0.405 0.218 5.312  0.00
68 C 0.962 -0.014 6.691  0.00
69 C 0.011 1.485 4.908  0.00
70 C -0.491 1.730 3.635  0.00
71 C -0.887 3.136 3.277  0.00
72 H 3.014 3.068 0.648  0.00
73 H 1.815 2.380 1.779  0.00
74 H 1.371 3.724 0.688  0.00
75 H -1.773 3.670 0.040  0.00
76 H -2.237 4.893 1.231  0.00
77 H -3.118 4.772 -0.291  0.00
78 H -5.105 4.727 1.204  0.00
79 H -7.240 4.482 2.244  0.00
80 H -7.532 3.088 3.296  0.00
81 H -7.924 2.995 1.580  0.00
82 H -6.232 0.903 2.714  0.00
83 H -4.821 -0.904 2.641  0.00
84 H -3.143 -0.481 3.033  0.00
85 H -3.579 -0.898 1.376  0.00
86 H -1.241 -1.854 1.683  0.00
87 H -0.122 -2.727 2.745  0.00
88 H 0.518 -1.710 1.456  0.00
89 H 0.591 -1.819 4.694  0.00
90 H 1.272 -1.050 6.816  0.00
91 H 0.213 0.216 7.452  0.00
92 H 1.825 0.630 6.870  0.00
93 H 0.112 2.316 5.600  0.00
94 H -0.328 3.858 3.873  0.00
95 H -1.954 3.287 3.454  0.00
96 H -0.696 3.319 2.221  0.00

Values from the calculation:
- ΔE to the lowest compared entry with this formula, charge and spin: 256.8 kcal/mol
- Multiplicity: 2
- HOMO energy (spin up / spin down): -4.88 / -4.88 eV
- LUMO (spin up / spin down): 0.04719 / 0.03317 Eh
- E: -110104.6379 eV
- Total charge: -1

C39H41As2MnN2OS5Te as an isolated structure. Source: the OMol25 dataset; level of theory: the ωB97M-V functional and the def2-TZVPD basis.

Each line ends with the Mulliken spin population.
Cartesian coordinates (Å):
1 Mn 0.986 -1.519 0.524  3.18
2 C -2.169 0.767 0.616  0.00
3 C -1.100 1.131 -0.425  -0.04
4 As 0.047 2.642 0.108  0.00
5 C -0.735 4.006 -1.016  0.00
6 C -1.064 5.216 -0.414  0.00
7 C -1.687 6.221 -1.149  0.00
8 C -1.979 6.017 -2.489  0.00
9 C -1.641 4.813 -3.101  0.00
10 C -1.024 3.811 -2.367  0.00
11 C 1.662 2.206 -0.904  -0.04
12 C 2.409 1.091 -0.520  0.22
13 C 3.662 0.825 -1.058  0.03
14 C 4.195 1.686 -2.009  0.00
15 C 3.470 2.805 -2.401  0.00
16 C 2.219 3.067 -1.848  0.00
17 As -1.409 -0.042 2.252  -0.06
18 C -3.088 -0.688 3.030  0.03
19 C -3.900 -1.525 2.267  -0.01
20 C -5.124 -1.962 2.759  0.00
21 C -5.546 -1.572 4.023  0.00
22 C -4.733 -0.755 4.795  0.00
23 C -3.508 -0.316 4.304  0.00
24 C -1.132 1.470 3.440  0.03
25 C -0.379 1.209 4.588  0.01
26 C -0.138 2.212 5.524  0.00
27 C -0.647 3.487 5.313  0.00
28 C -1.409 3.747 4.180  0.00
29 C -1.653 2.742 3.249  0.00
30 H -2.822 0.000 0.209  -0.01
31 H -2.798 1.615 0.879  0.00
32 H -1.554 1.363 -1.385  0.00
33 H -0.455 0.279 -0.593  0.03
34 H -0.830 5.379 0.631  0.00
35 H -1.943 7.160 -0.673  0.00
36 H -2.470 6.795 -3.061  0.00
37 H -1.862 4.656 -4.151  0.00
38 H -0.756 2.880 -2.855  0.00
39 H 2.063 0.433 0.276  -0.19
40 H 4.222 -0.043 -0.728  0.00
41 H 5.174 1.493 -2.430  0.00
42 H 3.885 3.488 -3.133  0.00
43 H 1.676 3.953 -2.153  0.00
44 H -3.587 -1.850 1.284  0.00
45 H -5.745 -2.610 2.152  0.00
46 H -6.505 -1.904 4.403  0.00
47 H -5.051 -0.450 5.784  0.00
48 H -2.895 0.319 4.927  0.00
49 H 0.013 0.211 4.759  -0.01
50 H 0.448 1.996 6.411  0.00
51 H -0.460 4.274 6.035  0.00
52 H -1.820 4.737 4.019  0.00
53 H -2.262 2.965 2.386  0.00
54 O 6.697 -0.372 4.724  0.01
55 C 5.645 -0.314 4.182  0.00
56 S 4.872 -1.776 3.446  0.05
57 C 3.451 -1.027 2.892  0.06
58 C 3.332 0.456 3.177  -0.01
59 S 2.062 1.342 2.814  0.06
60 S 4.687 1.173 4.000  -0.01
61 S 2.334 -2.024 2.210  -0.15
62 C -0.092 -2.421 -5.688  0.00
63 C 1.267 -2.612 -5.025  0.00
64 N 1.438 -1.839 -3.780  0.01
65 C 1.879 -0.441 -3.909  0.00
66 C 0.744 0.572 -3.770  0.00
67 C 1.117 -2.338 -2.582  0.01
68 C 0.611 -3.744 -2.502  0.01
69 N 1.266 -1.618 -1.489  0.04
70 H -0.201 -3.117 -6.523  0.00
71 H -0.202 -1.408 -6.082  0.00
72 H -0.908 -2.601 -4.985  0.00
73 H 2.054 -2.286 -5.701  0.00
74 H 1.453 -3.661 -4.818  0.00
75 H 2.345 -0.349 -4.886  0.00
76 H 2.665 -0.237 -3.179  0.00
77 H 0.049 0.496 -4.607  0.00
78 H 1.152 1.585 -3.750  0.00
79 H 0.183 0.417 -2.846  0.00
80 H 1.428 -4.447 -2.674  0.00
81 H -0.171 -3.940 -3.234  0.00
82 H 0.210 -3.926 -1.517  0.00
83 H 1.668 -0.714 -1.711  -0.06
84 Te -0.767 -3.330 1.033  -0.18
85 C -0.185 -5.290 0.584  0.02
86 C -1.049 -6.325 0.426  0.00
87 C -0.382 -7.578 0.212  0.00
88 C 0.969 -7.455 0.213  0.00
89 S 1.434 -5.827 0.484  0.00
90 H -2.126 -6.212 0.466  0.00
91 H -0.896 -8.519 0.060  0.00
92 H 1.715 -8.226 0.074  0.00

Values from the calculation:
- ΔE to the lowest compared entry with this formula, charge and spin: 3.8 kcal/mol
- Multiplicity: 4
- HOMO energy (spin up / spin down): -9.48 / -9.47 eV
- LUMO (spin up / spin down): -0.18150 / -0.18714 Eh
- E: -260595.0017 eV
- Total charge: +1

C39H41CdFIN4O4P3S as an isolated structure. Source: the OMol25 dataset; level of theory: the ωB97M-V functional and the def2-TZVPD basis.

Each line ends with the Mulliken charge.
Cartesian coordinates (Å):
1 Cd 0.593 1.500 0.512  4.89
2 C -7.286 -1.923 -1.450  -1.66
3 C -5.992 -1.226 -1.119  1.31
4 C -5.243 -0.582 -2.095  -1.00
5 C -4.054 0.060 -1.771  -0.05
6 C -3.604 0.065 -0.465  -0.49
7 C -4.339 -0.585 0.518  -0.81
8 C -5.520 -1.227 0.192  -0.84
9 S -2.118 0.925 0.131  0.94
10 O -2.717 2.071 0.794  -0.56
11 O -1.525 -0.059 1.008  -0.73
12 N -1.128 1.232 -1.048  -0.24
13 C -1.477 2.429 -1.807  -1.00
14 C -0.703 3.715 -1.383  -0.19
15 O -0.924 4.729 -2.062  -0.85
16 O 0.040 3.627 -0.366  -0.82
17 H -7.321 -2.206 -2.503  0.36
18 H -8.144 -1.280 -1.239  0.30
19 H -7.394 -2.823 -0.844  0.38
20 H -5.594 -0.587 -3.122  0.33
21 H -3.466 0.540 -2.543  0.34
22 H -3.966 -0.586 1.535  0.25
23 H -6.090 -1.742 0.957  0.36
24 H -2.535 2.689 -1.677  0.62
25 H -1.303 2.268 -2.876  0.50
26 C -1.881 4.730 1.815  -1.72
27 P -0.629 3.444 2.241  1.74
28 C -1.401 2.826 3.808  -1.70
29 C 0.593 4.665 2.971  -1.33
30 C 1.921 4.023 3.375  -1.26
31 P 2.593 3.003 1.967  1.11
32 C 2.955 4.344 0.764  -1.45
33 C 4.311 2.771 2.635  -1.56
34 H -2.063 5.396 2.663  0.50
35 H -2.798 4.228 1.519  0.33
36 H -1.503 5.299 0.965  0.34
37 H -1.721 3.622 4.485  0.46
38 H -0.698 2.170 4.323  0.38
39 H -2.263 2.230 3.503  0.33
40 H 0.134 5.193 3.815  0.55
41 H 0.783 5.394 2.178  0.36
42 H 1.765 3.344 4.221  0.34
43 H 2.653 4.782 3.681  0.56
44 H 3.417 5.223 1.225  0.41
45 H 2.019 4.600 0.269  0.22
46 H 3.616 3.919 0.008  0.35
47 H 4.782 3.724 2.890  0.42
48 H 4.905 2.263 1.873  0.33
49 H 4.273 2.130 3.517  0.37
50 I 4.050 -0.785 1.235  0.17
51 C 3.594 -2.841 1.216  -0.30
52 C 4.079 -3.592 2.256  -0.54
53 C 4.088 -4.994 2.187  -0.67
54 C 3.700 -5.623 1.043  -0.87
55 C 3.161 -4.887 -0.037  0.96
56 C 2.809 -5.544 -1.233  -0.96
57 C 2.263 -4.843 -2.270  -1.14
58 C 1.966 -3.487 -2.111  -0.48
59 C 2.273 -2.793 -0.961  0.75
60 P 1.472 -1.082 -0.785  -0.66
61 C 2.065 -0.472 -2.407  0.72
62 C 1.260 0.366 -3.175  0.28
63 C 1.744 0.907 -4.355  -0.68
64 C 3.045 0.653 -4.762  -0.61
65 C 3.869 -0.136 -3.972  -0.68
66 C 3.380 -0.701 -2.805  -0.45
67 C -0.162 -1.902 -1.118  1.44
68 C -0.871 -1.980 -2.310  0.17
69 C -2.064 -2.689 -2.370  -0.79
70 C -2.565 -3.320 -1.243  -0.63
71 C -1.868 -3.240 -0.046  -0.73
72 C -0.677 -2.538 0.011  -1.04
73 C 2.994 -3.467 0.075  0.50
74 H 4.497 -3.097 3.122  0.39
75 H 4.473 -5.563 3.025  0.36
76 H 3.801 -6.697 0.935  0.34
77 H 2.976 -6.612 -1.312  0.33
78 H 2.014 -5.340 -3.200  0.41
79 H 1.455 -2.970 -2.911  0.33
80 H 0.287 0.628 -2.788  -0.37
81 H 1.111 1.554 -4.950  0.43
82 H 3.431 1.097 -5.673  0.35
83 H 4.902 -0.300 -4.256  0.40
84 H 4.034 -1.297 -2.180  0.28
85 H -0.497 -1.486 -3.198  0.29
86 H -2.611 -2.740 -3.305  0.37
87 H -3.507 -3.855 -1.288  0.38
88 H -2.264 -3.694 0.853  0.34
89 H -0.145 -2.459 0.953  0.20
90 F 2.357 1.567 -0.606  -0.84
91 N 1.002 0.319 2.368  -0.62
92 C 0.204 -0.295 2.971  0.50
93 N -0.496 -1.007 3.763  -1.00
94 C -1.744 -1.358 3.745  0.83
95 N -2.834 -1.745 3.883  -0.81

Values from the calculation:
- ΔE to the lowest compared entry with this formula, charge and spin: 0.0 kcal/mol
- HOMO energy: -2.61 eV
- LUMO: 0.14297 Eh
- E: -109345.8612 eV
- Total charge: -2